The following is a quantum chemistry calculation of the molecule C19H24N4O2, from OMol25.

Properties
E_HOMO   -0.2745 Ha
SMILES   COC(=O)NC[C@@H](c1cccnc1)N1CCN(c2ccccc2)CC1
Multiplicity   1
Relative energy (zero: lowest compared OMol25 entry of this formula, charge and spin)   135.4 kJ/mol

Positions of all 49 atoms, in Å:
1 O 1.19 4.03 0.36
2 O 2.76 2.75 -0.65
3 N 0.52 -0.69 -0.33
4 N 1.50 1.95 1.07
5 N 5.18 -1.96 -0.29
6 N -2.08 0.34 0.45
7 C -4.22 0.46 -0.65
8 C -1.31 0.99 -0.59
9 C 1.90 2.89 0.19
10 C 4.24 -1.05 -0.26
11 C -5.47 -0.06 -0.92
12 C -5.85 -1.30 -0.42
13 C 2.51 -2.68 -0.21
14 C -0.36 -0.02 -1.26
15 C 2.12 0.65 1.14
16 C 4.83 -3.23 -0.27
17 C 1.51 5.09 -0.53
18 C -1.19 -0.25 1.43
19 C 1.86 -0.20 -0.14
20 C 3.51 -3.64 -0.25
21 C -4.96 -1.99 0.38
22 C -3.30 -0.24 0.14
23 C 2.87 -1.33 -0.18
24 C -0.22 -1.26 0.78
25 C -3.70 -1.48 0.65
26 H 0.93 5.95 -0.19
27 H -0.63 0.56 1.89
28 H -3.97 1.43 -1.03
29 H 4.58 -0.02 -0.31
30 H -3.04 -2.07 1.26
31 H -0.97 -0.79 -1.75
32 H 0.47 -1.64 1.53
33 H 3.25 -4.69 -0.27
34 H 0.24 0.48 -2.02
35 H 2.58 5.31 -0.48
36 H 0.81 2.22 1.75
37 H -5.23 -2.95 0.78
38 H 1.75 0.14 2.03
39 H 3.20 0.78 1.24
40 H 2.09 0.46 -0.98
41 H -0.81 -2.10 0.39
42 H -6.83 -1.70 -0.64
43 H -0.74 1.81 -0.14
44 H -1.97 1.41 -1.35
45 H 1.47 -2.96 -0.22
46 H 1.24 4.82 -1.55
47 H -1.78 -0.73 2.21
48 H 5.64 -3.95 -0.30
49 H -6.16 0.50 -1.54

The following is a quantum chemistry calculation of the molecule C19H24N4O3, from OMol25.

Properties
E_HOMO   -0.3060 Ha
SMILES   COc1cc(OC)cc(C(=O)N2CCC3(CC2)NCCc2[nH]cnc23)c1
Multiplicity   1
Relative energy (zero: lowest compared OMol25 entry of this formula, charge and spin)   244.3 kJ/mol

Positions of all 50 atoms, in Å:
1 O 0.93 -4.00 0.46
2 O 0.67 0.95 2.88
3 O 5.13 -1.87 1.19
4 N -1.91 0.70 0.29
5 N -4.27 1.79 -2.81
6 N -2.15 2.39 -2.99
7 N 0.96 1.64 0.75
8 C 1.78 -0.55 1.39
9 C 3.15 -0.64 1.43
10 C -3.31 2.37 -3.58
11 C -4.24 0.75 -0.45
12 C -3.66 1.42 -1.64
13 C -3.26 1.02 0.70
14 C -0.89 2.97 -0.16
15 C 5.81 -3.07 0.93
16 C 0.98 -1.65 1.08
17 C -0.47 -3.98 0.44
18 C -0.08 0.90 -1.33
19 C 1.22 1.34 -0.64
20 C -2.35 1.80 -1.77
21 C 3.77 -1.86 1.14
22 C 2.99 -2.96 0.81
23 C 1.60 -2.86 0.79
24 C 0.16 2.83 0.95
25 C -1.32 1.59 -0.72
26 C 1.09 0.74 1.75
27 H -0.03 1.14 -2.39
28 H 5.53 -3.85 1.64
29 H -0.49 3.54 -1.00
30 H 1.98 0.56 -0.72
31 H -3.38 2.07 1.02
32 H 6.86 -2.84 1.04
33 H -0.85 -3.27 -0.31
34 H 1.60 2.25 -1.10
35 H -0.31 2.73 1.94
36 H -4.32 -0.32 -0.63
37 H -0.78 -4.98 0.17
38 H 0.81 3.71 0.97
39 H -0.09 -1.54 1.07
40 H 5.62 -3.43 -0.09
41 H -1.31 0.66 1.10
42 H -0.21 -0.18 -1.22
43 H -5.24 1.65 -3.05
44 H -5.23 1.14 -0.21
45 H -3.50 2.75 -4.56
46 H -1.76 3.51 0.22
47 H 3.41 -3.92 0.58
48 H 3.77 0.20 1.68
49 H -0.88 -3.72 1.42
50 H -3.51 0.38 1.55

The following is a quantum chemistry calculation of the molecule C19H24N4O6, from OMol25.

Properties
E_HOMO   -0.3432 Ha
SMILES   CC(=O)c1cn(CCCCCCCn2cc(C(C)=O)c(=O)[nH]c2=O)c(=O)[nH]c1=O
Multiplicity   1
Relative energy (zero: lowest compared OMol25 entry of this formula, charge and spin)   0.0 kJ/mol

Positions of all 53 atoms, in Å:
1 O -4.28 -0.58 2.37
2 O 4.13 2.15 2.21
3 O -0.53 1.17 -2.16
4 O 4.96 -1.24 -0.64
5 O -4.57 2.10 -1.26
6 O 0.20 2.37 0.82
7 N 2.96 -0.17 -0.87
8 N 4.49 0.48 0.74
9 N -4.34 0.77 0.54
10 N -2.36 -0.26 1.16
11 C 0.59 -2.04 -0.63
12 C 2.13 0.79 -0.43
13 C -1.78 0.33 0.11
14 C 1.91 -2.35 -1.34
15 C -3.71 -0.06 1.43
16 C 2.42 1.64 0.60
17 C -1.61 -1.17 2.01
18 C -1.61 -3.06 0.22
19 C -1.60 1.68 -1.89
20 C 4.20 -0.38 -0.28
21 C -1.88 -2.64 1.67
22 C 1.85 3.84 1.71
23 C -3.83 1.42 -0.58
24 C 2.55 -1.09 -1.92
25 C 3.70 1.51 1.28
26 C 1.38 2.60 1.03
27 C -0.14 -3.30 -0.16
28 C -2.41 1.15 -0.78
29 C -2.14 2.86 -2.63
30 H -2.94 -2.83 1.88
31 H -2.25 3.69 -1.94
32 H 2.61 -2.83 -0.65
33 H -0.04 -1.49 -1.33
34 H -0.56 -0.92 1.92
35 H 1.00 4.47 1.97
36 H -5.33 0.93 0.73
37 H -0.13 -4.01 -0.99
38 H 1.20 0.91 -0.97
39 H -3.14 2.63 -3.01
40 H 0.80 -1.40 0.23
41 H 0.38 -3.75 0.67
42 H 5.39 0.35 1.18
43 H 1.73 -3.04 -2.16
44 H -1.29 -3.25 2.34
45 H 3.44 -1.36 -2.49
46 H -0.73 0.17 -0.01
47 H 2.41 3.57 2.61
48 H -1.93 -0.99 3.04
49 H -2.05 -2.33 -0.47
50 H 1.84 -0.57 -2.57
51 H -2.15 -4.00 0.07
52 H 2.53 4.39 1.06
53 H -1.48 3.13 -3.44

Quick rundown of orbital gap, same order as above: 0.29696 0.33113 0.34532 hartree